1.
Molecular formula: C43H52F6NO4SSe2Tc
Method: DFT, the ωB97M-V functional and the def2-TZVPD basis

Properties
ΔE to the lowest compared entry with this formula, charge and spin	19.5	kcal per mole
E_LUMO (spin up / spin down)	2.2 / 1.8	eV

```
! RIJCOSX wB97M-V def2-TZVPD def2/J DEFGRID3
* xyz -1 4
Tc -1.061 1.478 -0.943
C 3.765 -4.782 -2.368
C 3.936 -3.272 -2.192
C 4.896 -3.036 -1.015
C 4.553 -2.698 -3.476
C 2.616 -2.562 -1.905
C 2.604 -1.196 -1.642
C 1.419 -0.546 -1.378
Se 1.484 1.302 -0.756
C 1.455 0.755 1.087
C 2.602 0.348 1.730
C 2.548 -0.049 3.058
C 1.303 -0.025 3.682
C 0.128 0.384 3.062
C 0.201 0.801 1.710
O -0.853 1.243 1.041
C -1.213 0.363 3.794
C -1.077 -0.145 5.233
C -2.180 -0.588 3.068
C -1.797 1.786 3.841
C 3.823 -0.515 3.755
C 4.320 -1.800 3.074
C 4.906 0.569 3.631
C 3.611 -0.809 5.241
C 0.164 -1.195 -1.374
O -0.938 -0.507 -1.166
C 0.172 -2.594 -1.578
C 1.392 -3.216 -1.841
C -1.064 -3.504 -1.460
C -1.246 -4.289 -2.769
C -2.380 -2.774 -1.172
C -0.810 -4.478 -0.295
H 4.735 -5.240 -2.569
H 3.356 -5.236 -1.463
H 3.103 -5.012 -3.205
H 5.830 -3.583 -1.170
H 5.137 -1.978 -0.907
H 4.441 -3.373 -0.082
H 5.519 -3.166 -3.683
H 3.893 -2.876 -4.327
H 4.706 -1.622 -3.386
H 3.520 -0.615 -1.618
H 3.534 0.354 1.176
H 1.242 -0.341 4.712
H -0.678 -1.161 5.252
H -0.436 0.505 5.832
H -2.066 -0.167 5.694
H -1.772 -1.602 3.061
H -3.147 -0.601 3.578
H -2.349 -0.273 2.043
H -1.079 2.480 4.283
H -2.044 2.137 2.843
H -2.714 1.796 4.437
H 4.489 -1.632 2.010
H 5.258 -2.132 3.527
H 3.579 -2.595 3.176
H 5.230 0.687 2.597
H 4.527 1.532 3.978
H 5.781 0.303 4.230
H 2.875 -1.600 5.390
H 4.551 -1.142 5.685
H 3.283 0.085 5.776
H 1.379 -4.287 -1.987
H -1.407 -3.597 -3.598
H -0.375 -4.901 -3.003
H -2.114 -4.949 -2.697
H -2.626 -2.072 -1.966
H -3.185 -3.510 -1.097
H -2.332 -2.220 -0.236
H 0.053 -5.118 -0.483
H -0.617 -3.915 0.620
H -1.683 -5.116 -0.136
O -0.905 3.533 -0.830
N -1.141 4.254 0.280
C -2.411 4.677 0.453
C -2.777 5.427 1.532
C -1.798 5.767 2.473
C -0.511 5.348 2.286
C -0.131 4.575 1.161
S 1.472 4.150 0.886
H -3.094 4.388 -0.329
H -3.806 5.737 1.643
H -2.059 6.373 3.331
H 0.276 5.599 2.981
Se -3.339 1.647 0.121
C -5.016 1.672 -0.799
C -5.280 0.841 -1.885
C -6.567 0.742 -2.391
C -7.601 1.475 -1.825
C -7.339 2.322 -0.757
C -6.053 2.424 -0.250
H -4.470 0.261 -2.310
H -6.772 0.073 -3.217
H -8.608 1.382 -2.212
H -8.143 2.891 -0.307
H -5.837 3.073 0.591
C 0.720 1.331 -4.417
C -0.527 2.149 -4.040
O -1.215 1.669 -2.958
C -1.526 2.076 -5.228
F -0.981 2.418 -6.418
F -1.974 0.815 -5.373
F -2.597 2.864 -5.054
C -0.060 3.634 -3.913
F 0.951 3.752 -3.047
F 0.428 4.094 -5.097
F -1.034 4.473 -3.560
H 1.141 1.682 -5.357
H 0.443 0.281 -4.496
H 1.467 1.442 -3.637
*
```


2.
Molecular formula: C24H34N4O
Method: DFT, the ωB97M-V functional and the def2-TZVPD basis

Properties
ΔE to the lowest compared entry with this formula, charge and spin	0.0	kcal per mole
structure (SMILES)	Cc1cc(C)c(CN2CCC(n3nccc3NC(=O)C3CCCC3)CC2)cc1C
E_LUMO	0.7	eV

```
! RIJCOSX wB97M-V def2-TZVPD def2/J DEFGRID3
* xyz 0 1
C -2.524 3.614 6.343
C -1.628 3.193 5.217
C -0.456 2.500 5.475
C 0.404 2.087 4.467
C 1.663 1.351 4.816
C 0.069 2.379 3.144
C 0.968 1.975 2.002
N 0.232 1.877 0.753
C -0.626 0.709 0.681
C 0.126 -0.605 0.434
C 0.998 -0.485 -0.818
N 1.803 -1.676 -0.974
N 2.757 -1.942 -0.085
C 3.347 -3.050 -0.485
C 2.766 -3.530 -1.662
C 1.765 -2.618 -1.942
N 0.883 -2.602 -3.026
C -0.480 -2.573 -2.940
O -1.080 -2.415 -1.901
C -1.172 -2.741 -4.282
C -1.000 -4.175 -4.829
C -0.790 -3.999 -6.333
C 0.027 -2.715 -6.426
C -0.622 -1.804 -5.381
C 1.906 0.741 -0.710
C 1.048 1.984 -0.435
C -1.096 3.086 2.884
C -1.953 3.495 3.893
C -3.204 4.251 3.562
H -3.516 3.178 6.228
H -2.639 4.698 6.357
H -2.116 3.297 7.299
H -0.201 2.273 6.502
H 1.646 0.338 4.412
H 2.535 1.860 4.407
H 1.778 1.283 5.895
H 1.734 2.750 1.878
H 1.489 1.040 2.256
H -1.192 0.642 1.611
H -1.333 0.871 -0.139
H 0.770 -0.847 1.281
H -0.589 -1.415 0.296
H 0.357 -0.395 -1.700
H 4.159 -3.466 0.077
H 3.026 -4.405 -2.222
H 1.282 -2.901 -3.904
H -2.230 -2.536 -4.105
H -0.123 -4.652 -4.386
H -1.863 -4.797 -4.600
H -1.751 -3.861 -6.829
H -0.289 -4.854 -6.784
H 1.071 -2.918 -6.174
H 0.006 -2.276 -7.422
H -1.449 -1.258 -5.836
H 0.077 -1.068 -4.983
H 2.614 0.580 0.103
H 2.471 0.875 -1.635
H 1.686 2.866 -0.345
H 0.370 2.142 -1.281
H -1.331 3.313 1.855
H -3.203 5.228 4.043
H -3.292 4.393 2.488
H -4.084 3.711 3.913
*
```